Density functional theory data (ωB97M-V with the def2-TZVPD basis set) for a 5-piece molecular cluster, C21H37BrN4O2S overall.

The geometry in ORCA input format:
```
! RIJCOSX wB97M-V def2-TZVPD def2/J DEFGRID3
* xyz 0 1
O 5.754 -1.341 4.843
C 5.720 -2.561 5.137
O 4.932 -3.558 4.500
C 3.535 -3.118 4.362
Br 3.205 -3.092 2.373
C 2.639 -4.198 5.138
C 1.278 -3.628 5.763
C 0.265 -2.967 4.704
S -0.706 -1.576 5.534
H 6.434 -2.924 5.973
H 3.346 -2.086 4.808
H 3.278 -4.566 6.031
H 2.514 -5.102 4.453
H 0.704 -4.507 6.253
H 1.462 -2.884 6.630
H 0.776 -2.494 3.802
H -0.541 -3.726 4.375
H -0.781 -0.491 4.649
C 6.332 -2.087 0.021
C 6.493 -0.742 -0.678
C 5.196 -0.247 -1.322
C 4.734 -1.230 -2.362
N 4.368 -2.007 -3.183
H 6.056 -2.877 -0.683
H 7.273 -2.386 0.491
H 5.565 -2.036 0.799
H 7.276 -0.828 -1.438
H 6.834 -0.001 0.052
H 5.358 0.724 -1.797
H 4.413 -0.130 -0.568
C 0.142 1.044 -0.482
C 1.358 1.338 0.391
C 1.364 0.533 1.693
C 0.146 0.869 2.506
N -0.817 1.135 3.150
H -0.790 1.320 0.018
H 0.194 1.617 -1.411
H 0.092 -0.018 -0.739
H 1.382 2.409 0.618
H 2.266 1.108 -0.175
H 2.259 0.767 2.276
H 1.369 -0.540 1.481
C -2.324 0.832 -4.787
C -3.740 0.927 -4.229
C -3.774 1.360 -2.762
C -3.035 0.361 -1.917
N -2.451 -0.430 -1.248
H -1.734 0.075 -4.262
H -2.349 0.549 -5.842
H -1.804 1.792 -4.704
H -4.232 -0.044 -4.341
H -4.310 1.645 -4.826
H -4.808 1.426 -2.414
H -3.311 2.343 -2.641
C -5.954 4.661 -3.926
C -7.468 4.488 -3.982
C -7.970 3.353 -3.086
C -7.362 2.050 -3.522
N -6.880 1.020 -3.867
H -5.433 3.771 -4.290
H -5.644 5.498 -4.557
H -5.619 4.863 -2.904
H -7.766 4.301 -5.018
H -7.945 5.423 -3.674
H -9.059 3.278 -3.149
H -7.704 3.541 -2.042
*
```

Output
HOMO level: -0.318 hartree
HOMO-LUMO gap: 9.15 eV

Density functional theory data (ωB97M-V with the def2-TZVPD basis set) for C26H40N9OSZn as an isolated structure.

The geometry in ORCA input format:
```
! RIJCOSX wB97M-V def2-TZVPD def2/J DEFGRID3
* xyz 1 1
Zn 0.544 0.756 0.571
C -2.982 2.174 -3.092
N -2.309 1.335 -2.112
C -3.032 0.131 -1.739
C -1.066 1.580 -1.663
N -0.236 0.617 -1.248
C -0.195 -0.623 -1.935
C -0.266 -0.589 -3.308
C -0.150 -1.742 -4.098
C 0.095 -2.938 -3.500
C 0.218 -3.027 -2.092
C 0.535 -4.288 -1.532
C 0.713 -4.428 -0.191
C 0.528 -3.316 0.645
C 0.152 -2.087 0.158
N -0.052 -1.044 1.101
C -0.708 -1.276 2.235
N -0.367 -0.585 3.343
C 0.992 -0.113 3.569
C -1.354 -0.147 4.321
N -1.748 -2.135 2.340
C -2.558 -2.530 1.202
C -1.974 -2.918 3.546
C 0.043 -1.876 -1.263
N -0.657 2.866 -1.599
C -1.555 3.960 -1.241
C 0.754 3.201 -1.587
H -3.346 1.534 -3.899
H -2.289 2.898 -3.511
H -3.834 2.693 -2.651
H -4.059 0.408 -1.505
H -2.582 -0.294 -0.848
H -3.014 -0.610 -2.542
H -0.397 0.371 -3.795
H -0.226 -1.664 -5.174
H 0.217 -3.840 -4.085
H 0.658 -5.130 -2.200
H 0.993 -5.381 0.237
H 0.677 -3.423 1.713
H 1.693 -0.629 2.918
H 1.265 -0.321 4.605
H 1.070 0.966 3.412
H -2.358 -0.308 3.940
H -1.223 0.923 4.494
H -1.239 -0.667 5.274
H -2.449 -1.810 0.398
H -3.603 -2.551 1.511
H -2.274 -3.517 0.830
H -1.166 -2.764 4.256
H -1.999 -3.977 3.276
H -2.923 -2.661 4.021
H -2.533 3.574 -0.966
H -1.662 4.671 -2.062
H -1.137 4.483 -0.380
H 1.327 2.415 -2.076
H 1.120 3.352 -0.566
H 0.898 4.132 -2.137
C 4.808 -0.640 -1.356
C 3.335 -0.316 -1.172
S 2.977 0.455 0.411
O 3.540 -0.369 1.498
C 3.899 1.989 0.310
C 3.635 2.815 1.561
H 4.926 -1.281 -2.229
H 5.193 -1.173 -0.488
H 5.407 0.255 -1.517
H 2.722 -1.220 -1.161
H 2.929 0.348 -1.940
H 3.578 2.494 -0.604
H 4.948 1.708 0.218
H 2.579 3.076 1.650
H 4.212 3.737 1.522
H 3.936 2.264 2.451
N -0.140 2.310 1.539
C -1.273 2.434 1.846
N -2.466 2.606 2.233
C -3.431 2.419 1.336
N -4.284 2.255 0.572
*
```

Output
HOMO level: -0.378 hartree
HOMO-LUMO gap: 8.12 eV

Density functional theory data (ωB97M-V with the def2-TZVPD basis set) for a 2-piece molecular cluster, C4H9NO2 overall.

The geometry in ORCA input format:
```
! RIJCOSX wB97M-V def2-TZVPD def2/J DEFGRID3
* xyz 1 2
C 1.330 -1.766 -1.099
C 0.488 -0.935 -0.227
C -0.876 -0.819 -0.387
N -1.652 -0.027 0.403
H 0.779 -2.216 -1.924
H 2.085 -1.124 -1.571
H 1.857 -2.497 -0.480
H 0.988 -0.387 0.564
H -1.412 -1.276 -1.210
H -0.921 1.712 -0.022
H -2.604 -0.386 0.459
H -1.273 0.123 1.347
O -0.418 2.548 0.006
C 0.327 2.389 1.106
O 0.139 1.564 1.952
H 1.163 3.099 1.084
*
```

Output
HOMO level (spin up / spin down): -0.551 / -0.552 hartree
<S²>: 0.76
HOMO-LUMO gap (spin up / spin down): 10.89 / 7.13 eV

Density functional theory data (ωB97M-V with the def2-TZVPD basis set) for a 7-piece molecular cluster, C14H42O14 overall.

The geometry in ORCA input format:
```
! RIJCOSX wB97M-V def2-TZVPD def2/J DEFGRID3
* xyz 0 1
C -0.361 0.855 0.412
C 1.150 0.855 0.068
O 1.400 0.083 -1.129
O -0.743 -0.513 0.465
H -0.830 1.471 -0.356
H -0.597 1.302 1.377
H 1.679 0.352 0.878
H 1.539 1.870 -0.019
H 0.701 -0.569 -1.042
H -1.677 -0.475 0.681
C 1.408 -2.373 -3.312
C 2.904 -2.442 -3.186
O 3.619 -1.499 -3.996
O 1.012 -2.537 -4.666
H 0.966 -1.406 -3.075
H 0.813 -2.993 -2.641
H 3.284 -3.424 -3.466
H 3.271 -2.397 -2.161
H 3.320 -0.603 -3.821
H 1.387 -3.359 -4.991
C 1.525 -4.576 -0.122
C -0.019 -4.376 0.100
O -0.694 -4.824 -1.037
O 2.338 -3.816 0.721
H 1.732 -4.159 -1.108
H 1.727 -5.643 -0.210
H -0.293 -3.329 0.225
H -0.436 -4.877 0.973
H -1.525 -4.345 -1.002
H 3.224 -3.911 0.362
C 2.531 1.005 3.494
C 3.302 1.746 4.578
O 4.270 1.014 5.261
O 1.365 1.756 3.093
H 2.224 -0.002 3.778
H 3.189 0.888 2.633
H 2.534 2.044 5.292
H 3.665 2.698 4.192
H 4.432 1.509 6.067
H 1.687 2.596 2.759
C 2.173 2.745 -4.980
C 2.490 2.296 -3.544
O 2.457 0.869 -3.570
O 0.861 2.343 -5.372
H 2.824 2.268 -5.712
H 2.230 3.831 -5.051
H 1.861 2.774 -2.793
H 3.502 2.665 -3.377
H 1.829 0.624 -2.887
H 0.849 1.435 -5.061
C -3.476 -1.558 2.180
C -4.937 -1.976 2.200
O -5.647 -1.258 3.174
O -3.396 -0.262 1.590
H -2.830 -2.099 1.489
H -3.016 -1.603 3.167
H -4.969 -3.023 2.502
H -5.255 -1.895 1.161
H -6.142 -0.498 2.860
H -3.309 0.388 2.292
C -4.699 3.674 1.270
C -3.197 3.776 1.034
O -2.433 3.659 2.258
O -5.341 4.830 1.774
H -4.759 2.793 1.909
H -5.185 3.403 0.332
H -2.976 4.742 0.581
H -2.956 2.987 0.320
H -2.717 2.898 2.770
H -4.861 5.578 1.411
*
```

Output
HOMO level: -0.352 hartree
HOMO-LUMO gap: 9.66 eV

Density functional theory data (ωB97M-V with the def2-TZVPD basis set) for C19H39AsF2IN4O4 as an isolated structure.

The geometry in ORCA input format:
```
! RIJCOSX wB97M-V def2-TZVPD def2/J DEFGRID3
* xyz -1 1
C -1.535 -2.676 3.174
C -2.029 -1.574 2.215
C -1.240 -1.501 0.907
I -2.067 -2.974 -0.447
As -0.581 0.375 0.211
N 0.861 -0.576 -0.657
C 0.360 0.513 2.039
C 1.385 -0.557 2.460
C 2.813 -0.038 2.681
N 3.531 -0.862 3.668
C -2.191 1.515 0.825
C -3.642 1.123 1.178
C -4.388 0.149 0.255
C -5.457 0.839 -0.603
N -6.081 -0.079 -1.575
C 0.300 2.111 -0.363
C 1.829 2.165 -0.433
C 2.474 1.869 -1.789
C 4.008 1.771 -1.692
C 4.534 0.343 -1.617
O 4.081 -0.358 -2.791
C 4.240 -1.716 -2.772
C 2.935 -2.456 -2.653
O 5.312 -2.217 -2.852
N -1.496 0.104 -1.746
C -0.648 -0.096 -2.815
O -0.294 0.650 -3.638
F -0.412 -1.429 -3.003
C -2.549 0.893 -2.188
O -3.609 0.555 -2.528
F -2.280 2.227 -2.130
H -0.783 -2.304 3.888
H -1.076 -3.502 2.611
H -2.368 -3.096 3.757
H -3.091 -1.741 2.002
H -1.972 -0.602 2.712
H -0.265 -1.984 1.066
H 1.767 -0.448 -0.224
H 0.693 -1.567 -0.795
H -0.423 0.573 2.811
H 0.847 1.504 2.055
H 1.067 -1.049 3.395
H 1.434 -1.353 1.703
H 2.788 0.997 3.055
H 3.348 -0.005 1.709
H 4.475 -0.504 3.798
H 3.639 -1.809 3.307
H -2.228 2.343 0.100
H -1.766 1.986 1.733
H -4.228 2.064 1.194
H -3.689 0.765 2.217
H -3.699 -0.395 -0.401
H -4.903 -0.616 0.865
H -5.007 1.698 -1.124
H -6.240 1.236 0.071
H -5.572 -0.962 -1.566
H -5.955 0.285 -2.514
H -0.025 2.789 0.447
H -0.132 2.501 -1.287
H 2.151 3.187 -0.148
H 2.278 1.508 0.340
H 2.062 0.941 -2.207
H 2.194 2.669 -2.493
H 4.344 2.279 -0.766
H 4.512 2.281 -2.528
H 5.636 0.321 -1.605
H 4.171 -0.169 -0.705
H 2.117 -1.893 -3.125
H 2.694 -2.561 -1.582
H 3.040 -3.461 -3.086
*
```

Output
HOMO level: -0.185 hartree
HOMO-LUMO gap: 7.57 eV

Density functional theory data (ωB97M-V with the def2-TZVPD basis set) for C28H53O2PPdSe2Si2 as an isolated structure.

The geometry in ORCA input format:
```
! RIJCOSX wB97M-V def2-TZVPD def2/J DEFGRID3
* xyz 0 3
O 1.738 1.671 0.322
O 4.039 1.398 -2.703
C 0.989 2.881 0.575
C 0.435 3.081 1.982
H 0.185 2.892 -0.172
H 1.676 3.706 0.328
H -0.079 2.173 2.311
H -0.241 3.946 1.995
H 1.242 3.313 2.691
C 2.475 1.175 1.471
C 3.965 1.320 1.213
H 2.185 0.120 1.652
H 2.183 1.747 2.368
H 4.247 1.010 0.207
H 4.552 0.758 1.940
H 4.241 2.370 1.335
C 4.768 0.335 -3.352
C 4.702 2.670 -2.769
C 5.454 -0.584 -2.360
H 5.522 0.764 -4.037
H 4.031 -0.218 -3.949
H 6.244 -0.029 -1.834
H 5.902 -1.424 -2.904
H 4.735 -0.987 -1.633
C 6.073 2.692 -2.103
H 4.017 3.392 -2.294
H 4.825 2.942 -3.835
H 6.026 2.287 -1.081
H 6.431 3.726 -2.041
H 6.803 2.120 -2.696
H 1.873 1.227 -2.349
Pd -2.126 -1.204 0.194
C 1.142 0.697 -3.024
Si 0.947 1.529 -4.722
H 1.524 -0.329 -3.166
H 0.171 0.623 -2.492
C 0.985 3.385 -4.433
C -0.641 1.143 -5.637
C 2.323 1.233 -5.967
C -2.181 0.862 0.161
Si -3.995 0.474 -0.256
H -1.484 1.253 -0.607
H -1.964 1.342 1.128
C -4.289 0.719 -2.088
C -5.016 1.774 0.661
C -4.659 -1.237 0.247
H 2.232 1.961 -6.787
H 2.271 0.235 -6.418
H 3.326 1.347 -5.544
H 0.097 3.723 -3.886
H 1.018 3.938 -5.381
H 1.868 3.675 -3.851
H -1.511 1.066 -4.975
H -0.576 0.199 -6.192
H -0.863 1.932 -6.367
H -4.520 2.752 0.567
H -5.136 1.540 1.727
H -6.020 1.848 0.216
H -5.011 -1.285 1.285
H -4.092 -2.175 0.047
H -5.518 -1.296 -0.446
H -5.368 0.691 -2.295
H -3.802 -0.048 -2.701
H -3.907 1.706 -2.381
Se -0.604 -0.955 2.166
P -1.682 -2.767 2.818
Se -1.851 -3.619 0.775
C -0.737 -3.813 3.980
C 0.610 -4.093 3.696
C 1.318 -5.008 4.468
C 0.702 -5.632 5.560
C -0.634 -5.332 5.871
C -1.341 -4.398 5.105
C -3.335 -2.526 3.576
C -4.275 -3.561 3.434
C -5.575 -3.405 3.931
C -5.939 -2.207 4.564
C -5.013 -1.165 4.674
C -3.715 -1.314 4.172
H 1.073 -3.613 2.830
H 2.350 -5.266 4.211
H 1.253 -6.351 6.173
H -1.131 -5.843 6.697
H -2.380 -4.168 5.363
H -3.985 -4.480 2.915
H -6.294 -4.212 3.806
H -6.957 -2.095 4.937
H -5.322 -0.232 5.136
H -2.996 -0.497 4.244
*
```

Output
HOMO level (spin up / spin down): -0.226 / -0.285 hartree
<S²>: 2.01
HOMO-LUMO gap (spin up / spin down): 6.39 / 6.08 eV

Density functional theory data (ωB97M-V with the def2-TZVPD basis set) for C28H49BN5O5P3RuTe as an isolated structure.

The geometry in ORCA input format:
```
! RIJCOSX wB97M-V def2-TZVPD def2/J DEFGRID3
* xyz 1 2
Ru 0.963 0.971 0.440
C 2.796 -1.372 2.518
P 2.808 0.234 1.656
C 3.556 1.281 2.948
C 4.230 0.054 0.506
C 4.207 1.261 -0.425
P 2.505 1.387 -1.117
C 2.592 2.953 -2.045
C 2.658 0.143 -2.457
H 3.788 -1.585 2.922
H 2.521 -2.170 1.829
H 2.087 -1.351 3.346
H 4.515 0.865 3.259
H 2.890 1.323 3.808
H 3.712 2.294 2.580
H 4.086 -0.867 -0.066
H 5.170 -0.039 1.054
H 4.935 1.180 -1.236
H 4.428 2.179 0.126
H 3.509 3.012 -2.633
H 2.556 3.790 -1.346
H 1.741 3.041 -2.722
H 3.467 0.411 -3.139
H 1.740 0.032 -3.028
H 2.885 -0.825 -2.006
C 1.510 3.826 3.485
Te 0.716 3.463 1.543
C -1.271 3.444 2.322
H 1.350 2.960 4.119
H 0.983 4.693 3.877
H 2.566 4.065 3.402
H -1.717 4.432 2.254
H -1.205 3.127 3.360
H -1.865 2.721 1.768
O 0.695 -2.884 -0.819
B -0.526 -2.253 -0.850
O -1.210 -2.422 -2.031
C -0.351 -3.195 -2.803
C -0.532 -3.650 -4.085
C 0.505 -4.416 -4.618
C 1.652 -4.699 -3.886
C 1.821 -4.230 -2.583
C 0.793 -3.476 -2.075
H -1.429 -3.428 -4.645
H 0.412 -4.799 -5.625
H 2.432 -5.299 -4.334
H 2.706 -4.447 -2.003
C -4.002 -0.856 2.119
C -3.332 -2.167 1.732
C -1.859 -2.291 2.205
C -1.378 -3.742 1.984
C 0.069 -3.994 2.376
C -1.836 -2.010 3.694
O -2.428 -2.693 4.486
N -1.104 -0.911 4.096
C -0.357 -0.067 3.296
O 0.327 0.793 3.786
N -0.391 -0.279 1.897
C -1.016 -1.304 1.445
O -1.027 -1.438 0.125
H -4.998 -0.794 1.684
H -3.438 0.010 1.767
H -4.111 -0.776 3.201
H -3.356 -2.321 0.652
H -3.864 -3.001 2.190
H -1.562 -4.018 0.941
H -2.042 -4.359 2.590
H 0.757 -3.429 1.751
H 0.315 -5.048 2.248
H 0.250 -3.738 3.422
H -1.066 -0.727 5.091
C -1.890 3.024 -3.637
N -1.884 1.563 -3.593
C -3.154 1.105 -3.034
N -3.454 1.676 -1.723
C -3.411 3.133 -1.823
N -2.145 3.645 -2.341
C -1.052 3.412 -1.401
P -0.748 1.608 -1.050
C -0.746 1.063 -2.830
C -2.527 1.180 -0.711
H -2.675 3.340 -4.326
H -0.931 3.376 -4.024
H -3.139 0.016 -2.956
H -3.951 1.395 -3.721
H -3.598 3.567 -0.838
H -4.209 3.451 -2.496
H -1.284 3.932 -0.467
H -0.135 3.863 -1.788
H -0.733 -0.030 -2.868
H 0.170 1.420 -3.307
H -2.809 1.594 0.260
H -2.627 0.096 -0.649
*
```

Output
HOMO level (spin up / spin down): -0.336 / -0.373 hartree
<S²>: 0.75
HOMO-LUMO gap (spin up / spin down): 6.44 / 7.44 eV

Density functional theory data (ωB97M-V with the def2-TZVPD basis set) for an isolated ion of composition C5H5FN and charge +1.

The geometry in ORCA input format:
```
! RIJCOSX wB97M-V def2-TZVPD def2/J DEFGRID3
* xyz 1 1
C 0.900 0.426 0.789
C 1.815 1.488 1.248
C -0.333 0.725 0.314
C -0.595 2.131 0.360
C -1.335 -0.222 -0.436
N 1.521 2.635 1.267
F -1.432 2.806 -0.328
H 1.337 -0.570 0.804
H 2.696 0.932 1.637
H -1.709 -0.925 0.243
H -0.558 -0.678 -1.195
H -2.176 0.471 -0.845
*
```

Output
HOMO level (spin up / spin down): -0.570 / -0.579 hartree
HOMO-LUMO gap (spin up / spin down): 7.98 / 8.07 eV